Record 1
{"formula": "C27H30O6", "method": "ωB97M-V/def2-TZVPD", "mol_weight_g_mol": 450.531, "smiles": "CC(C)=CCOc1ccc(/C=C/C(=O)c2ccc(OCC=C(C)C)cc2OCC(=O)O)cc1", "e_lumo_ev": 0.1265, "e_tot_ha": -1498.24353, "e_above_lowest_kj_mol": 5.1, "fmax_ev_per_a": 0.89, "symbols": ["C", "C", "C", "C", "C", "O", "C", "C", "C", "C", "C", "C", "C", "O", "C", "C", "C", "C", "O", "C", "C", "C", "C", "C", "C", "C", "O", "C", "C", "O", "O", "C", "C", "H", "H", "H", "H", "H", "H", "H", "H", "H", "H", "H", "H", "H", "H", "H", "H", "H", "H", "H", "H", "H", "H", "H", "H", "H", "H", "H", "H", "H", "H"], "positions_angstrom": [[4.98202, 2.45987, 7.53286], [3.76830, 1.58415, 7.57888], [2.83128, 1.81876, 8.72980], [3.53991, 0.65577, 6.65800], [2.35385, -0.26586, 6.64484], [2.15265, -0.89361, 5.39399], [1.78080, -0.13527, 4.33258], [1.59100, 1.24424, 4.35499], [1.19737, 1.90261, 3.20729], [0.98849, 1.22539, 2.00407], [0.58402, 1.96978, 0.83366], [0.44334, 1.49922, -0.41536], [0.02031, 2.38263, -1.50635], [0.02168, 3.59860, -1.40987], [-0.35074, 1.71629, -2.78183], [-0.03286, 2.36273, -3.97538], [-0.30126, 1.79825, -5.19973], [-0.92403, 0.54990, -5.26270], [-1.14043, 0.04905, -6.50121], [-1.74565, -1.22560, -6.63406], [-3.17038, -1.24756, -6.15329], [-3.83291, -2.31856, -5.73330], [-5.24822, -2.22107, -5.24979], [-3.23684, -3.69456, -5.67564], [-1.28470, -0.09513, -4.08290], [-1.01550, 0.48302, -2.84949], [-1.41593, -0.07423, -1.66577], [-2.08988, -1.30072, -1.68916], [-1.23103, -2.46346, -2.17191], [-1.66725, -3.46003, -2.68338], [0.06150, -2.26381, -1.93749], [1.18222, -0.16174, 1.99705], [1.56821, -0.82729, 3.13543], [5.59818, 2.23560, 6.66647], [5.57902, 2.31983, 8.43365], [4.68627, 3.50791, 7.49101], [1.84120, 2.10200, 8.37200], [3.20227, 2.61192, 9.37281], [2.71828, 0.91329, 9.32444], [4.23590, 0.50230, 5.84540], [1.43984, 0.25919, 6.95741], [2.51610, -1.09974, 7.33878], [1.75943, 1.81020, 5.25759], [1.05547, 2.97337, 3.23937], [0.37112, 3.02118, 0.99029], [0.64167, 0.47071, -0.66679], [0.44861, 3.32656, -3.90931], [-0.04065, 2.29448, -6.12013], [-1.13963, -1.98390, -6.12099], [-1.70533, -1.42349, -7.71190], [-3.65273, -0.27956, -6.17297], [-5.58419, -1.18828, -5.20693], [-5.33172, -2.66383, -4.25769], [-5.91080, -2.77473, -5.91460], [-2.73836, -3.84542, -4.71705], [-4.01823, -4.44534, -5.76279], [-2.51273, -3.85283, -6.47029], [-1.79567, -1.04137, -4.13688], [-2.35683, -1.50140, -0.64531], [-3.01209, -1.26577, -2.28418], [0.59296, -3.01763, -2.23987], [1.01825, -0.72065, 1.08902], [1.71506, -1.89637, 3.13464]], "atomic_forces_ev_per_a": [[-0.0274, -0.1405, -0.0826], [0.0785, -0.0087, -0.1178], [-0.0230, -0.0868, -0.0928], [-0.1041, -0.0936, -0.0289], [0.0164, 0.1198, 0.4262], [0.0207, -0.1112, -0.2330], [-0.1155, 0.1427, -0.2795], [0.0909, -0.2238, 0.4237], [-0.0958, -0.1528, -0.4452], [0.1764, -0.1880, 0.5544], [-0.1588, 0.1148, -0.8041], [0.2724, 0.1675, 0.8340], [-0.0830, 0.2397, -0.0160], [0.0033, -0.1373, -0.0764], [-0.2217, -0.1004, -0.0943], [-0.0815, -0.1964, 0.0933], [-0.1061, -0.1604, -0.1853], [0.1615, 0.2981, 0.2485], [0.0500, 0.2487, 0.0593], [-0.1443, -0.4296, -0.1279], [0.1368, 0.0574, -0.0681], [-0.0857, 0.0746, 0.0185], [0.0923, 0.1242, -0.0997], [0.1195, 0.1113, -0.0265], [-0.1223, -0.3844, -0.0419], [0.2450, 0.4714, -0.1539], [0.0123, 0.1366, -0.1117], [-0.0714, -0.1136, 0.0133], [-0.1950, -0.1956, -0.1623], [-0.1357, -0.0182, 0.0632], [0.5965, 0.3074, 0.2900], [-0.0064, 0.1864, 0.0966], [0.0870, -0.0506, 0.2009], [0.0831, 0.0159, -0.0570], [0.0898, 0.0602, 0.0785], [0.0239, 0.1158, 0.0275], [-0.1196, 0.0419, 0.0366], [-0.0325, 0.0436, 0.0940], [-0.0589, -0.0235, 0.1311], [0.1707, 0.0259, -0.1008], [0.0472, -0.0792, -0.0335], [-0.1045, 0.1336, -0.0788], [0.0086, 0.0222, 0.0745], [-0.0259, 0.1032, -0.0121], [-0.0389, 0.0841, -0.0507], [0.0066, -0.1285, 0.0372], [0.0348, 0.0842, 0.0172], [0.0448, 0.0586, -0.1141], [-0.0106, 0.0705, -0.0640], [0.0690, -0.0213, 0.1863], [-0.1522, 0.1223, 0.0330], [-0.0654, 0.0697, 0.0241], [-0.0728, -0.0530, 0.1003], [-0.1038, -0.0779, 0.0013], [0.0121, -0.0791, 0.0336], [-0.0338, -0.1128, -0.0448], [0.0765, -0.1120, -0.0457], [-0.0890, -0.0490, -0.0287], [-0.0058, -0.0315, -0.1812], [0.2070, -0.0668, 0.0381], [-0.3334, -0.0182, -0.0632], [-0.0176, -0.0888, -0.1048], [0.0087, -0.1187, -0.0078]], "mulliken_charge": [-1.4736, 1.2760, -1.3487, -0.5825, -0.6919, -0.4278, 0.7337, -0.1968, -1.0426, 0.9712, -0.2250, -0.6028, 0.1275, -0.6467, 0.3418, -0.6430, -0.8712, 0.3578, -0.4206, -0.7081, -0.5945, 1.3970, -1.5640, -1.2632, 0.1965, 0.1048, -0.3654, -0.6470, 0.7160, -0.6299, -0.3546, -0.5764, -0.7985, 0.3565, 0.3587, 0.3360, 0.3084, 0.3887, 0.3147, 0.2458, 0.4264, 0.2955, 0.3517, 0.3677, 0.4007, 0.2398, 0.4569, 0.4641, 0.4813, 0.2236, 0.2460, 0.3818, 0.3324, 0.4004, 0.1425, 0.4465, 0.3381, 0.2392, 0.4013, 0.3217, 0.3372, 0.4174, 0.4312]}

***

Record 2
{"formula": "C4H2O2Tl", "method": "ωB97M-V/def2-TZVPD", "total_charge": -1, "mol_weight_g_mol": 286.441, "e_lumo_ev": [3.3840, 2.9160], "e_tot_ha": -476.22663, "fmax_ev_per_a": 7.30, "symbols": ["O", "C", "C", "C", "H", "C", "O", "Tl", "H"], "positions_angstrom": [[-0.97477, 1.71204, 0.59780], [-1.42081, 0.79230, -0.40270], [-1.29356, -0.60252, -0.30619], [-0.39726, -1.43127, 0.33580], [-2.10833, 1.23030, -1.14674], [1.37962, -0.94586, 0.38865], [2.13793, -0.23052, -0.46890], [0.70002, 1.07783, -0.05504], [1.97718, -1.60231, 1.05731]], "atomic_forces_ev_per_a": [[-4.9374, 0.0010, 0.7521], [-3.8928, -1.1652, 0.0498], [3.1506, 0.6645, 1.0787], [0.9847, 1.6402, -0.6825], [0.5005, 0.0020, 0.3330], [-0.7348, -3.4305, 0.1906], [0.6091, -3.1641, -0.1741], [5.0152, 5.1551, -1.2725], [-0.6951, 0.2970, -0.2750]], "mulliken_charge": [-0.3967, -0.3270, -0.0776, -0.6167, 0.3048, -0.2407, -0.3739, 0.3971, 0.3307]}